# C28H46BrCrN3P2S

A structure of composition C28H46BrCrN3P2S in a non-equilibrium geometry (wB97M-V/def2-TZVPD, the OMol25 dataset).

Summary:
F_max, eV/Å: 5.696
Orbital gap (spin up / spin down), eV: 5.7 / 4.8
Energy, eV: -162109.48486
Charge: +2
ΔE to the lowest compared entry with this formula, charge and spin, kcal per mole: 69.34
⟨S²⟩: 6.28
2S+1: 5

Geometry as XYZ:
```
82
Properties=species:S:1:pos:R:3:forces:R:3:lowdin_spin:R:1
C -4.1472 2.3979 3.4463 0.085 -0.809 0.063 0.004
C -3.7761 1.0745 3.1401 -0.583 -0.018 -1.113 0.002
C -4.7390 0.2474 2.4951 -0.071 0.377 0.612 0.004
C -6.0609 0.7172 2.4114 1.540 -0.492 0.166 0.000
N -6.3764 1.9116 2.8722 -1.866 0.145 -0.481 0.003
C -5.4852 2.7581 3.3232 1.126 -0.440 0.089 -0.001
C -2.4296 0.5870 3.3029 2.247 -1.070 -0.919 0.024
C -1.2917 0.0906 3.2249 -4.714 1.918 2.558 -0.003
C 0.0070 -0.3390 3.4725 0.809 0.902 -0.979 0.034
C 0.9285 0.5900 2.9063 0.057 -1.657 -0.924 -0.025
C 1.8663 -0.0999 2.1404 0.873 -0.806 1.225 -0.005
C 1.9757 -1.4984 2.2481 1.538 1.422 -2.555 -0.243
C 1.2216 -2.3835 2.9402 0.105 0.155 0.900 -0.022
C 0.2830 -1.7012 3.7068 -0.293 -1.364 0.209 -0.028
Cr 3.0600 -1.3103 0.6320 1.549 -0.412 -1.241 3.342
P -0.0327 0.7144 -0.8594 -2.294 0.078 -1.135 0.256
H -4.4756 -0.7345 2.1028 -0.002 0.193 0.287 0.000
H -3.4145 3.1027 3.7816 0.249 0.205 0.340 0.000
H -6.8330 0.0684 1.9885 0.078 0.420 0.150 0.000
H -5.8129 3.7390 3.6269 -0.160 0.164 -0.014 0.000
H -0.2901 -2.2848 4.4259 -0.586 0.318 -0.446 -0.004
H 0.7113 1.6605 2.8259 0.070 -0.570 0.070 -0.002
H 1.4032 -3.4699 2.8471 -0.355 0.758 0.631 -0.004
H 2.5967 0.4284 1.4839 -0.715 -0.023 0.308 0.002
C 0.1029 1.3057 -2.6206 0.799 -0.390 0.106 0.020
C -1.1028 1.8350 -3.3774 -0.445 0.245 -0.298 0.008
H 0.5517 0.4753 -3.1821 0.002 0.168 0.055 0.000
H 0.8793 2.0807 -2.5922 0.025 -0.126 0.008 0.000
H -0.8073 2.1055 -4.3990 0.057 -0.157 0.188 0.002
H -1.9133 1.1078 -3.4659 0.128 -0.014 0.045 0.000
H -1.5148 2.7459 -2.9391 0.030 -0.241 -0.033 0.000
C -1.8013 0.0328 -0.7111 1.152 -0.693 0.103 0.018
C -2.9890 0.9810 -0.7377 -0.214 0.110 -0.054 0.007
H -1.7629 -0.4849 0.2648 -0.166 0.047 -0.273 0.001
H -1.8976 -0.7545 -1.4791 -0.001 0.358 0.307 -0.001
H -3.9022 0.3747 -0.7399 0.088 0.159 0.062 0.002
H -3.0152 1.6131 0.1596 -0.050 -0.125 -0.280 0.000
H -3.0090 1.6058 -1.6385 -0.062 -0.178 0.369 0.000
C -0.2725 2.2909 0.0559 0.744 -0.201 0.779 0.047
C -0.9616 3.4960 -0.5754 -0.230 0.337 -0.016 0.015
H 0.7431 2.5697 0.3647 -0.053 0.201 0.127 0.002
H -0.7995 1.9966 0.9740 0.102 0.058 -0.068 0.000
H -0.9651 4.3089 0.1646 0.088 -0.153 -0.189 0.003
H -0.4510 3.8642 -1.4723 -0.074 -0.095 0.219 0.000
H -2.0126 3.3043 -0.8165 0.409 0.059 -0.014 0.000
Br 4.7760 -2.8370 -0.4473 -1.355 1.113 1.082 -0.069
P 0.6908 -2.6555 -1.6908 -0.003 -0.835 0.063 0.387
C -0.5948 -2.4694 -2.9563 -0.473 0.808 0.107 0.042
C -0.5065 -3.4264 -4.1260 -0.084 -0.297 -0.369 0.014
H -0.5421 -1.4303 -3.3170 -0.063 -0.249 0.035 0.005
H -1.5606 -2.5667 -2.4514 0.065 0.025 -0.035 0.000
H -1.2891 -3.1712 -4.8398 -0.050 -0.095 0.014 0.003
H 0.4428 -3.3400 -4.6544 -0.282 -0.048 -0.083 0.001
H -0.6439 -4.4657 -3.8165 0.026 0.117 -0.071 0.000
C 2.0423 -3.5190 -2.5872 0.700 1.014 -0.058 0.062
C 2.1336 -5.0063 -2.3331 0.052 -0.500 -0.006 0.018
H 2.9985 -3.0381 -2.3163 -0.483 -0.201 -0.074 0.007
H 1.8847 -3.3025 -3.6537 0.207 -0.005 0.501 0.002
H 3.1269 -5.3418 -2.6336 -0.035 -0.050 0.060 0.004
H 2.0016 -5.2536 -1.2769 0.119 -0.072 -0.166 0.001
H 1.4072 -5.5652 -2.9276 0.011 0.045 0.153 0.000
C 0.0048 -3.7629 -0.3660 0.145 0.657 0.156 0.049
C -0.8690 -4.9341 -0.7934 -0.313 -0.654 -0.188 0.020
H -0.5947 -3.0955 0.2684 0.142 -0.021 -0.046 0.002
H 0.8473 -4.0989 0.2558 -0.115 0.091 -0.192 0.000
H -1.2395 -5.4255 0.1188 0.064 0.146 -0.262 0.004
H -1.7559 -4.6298 -1.3703 0.347 0.004 0.178 0.000
H -0.3351 -5.7062 -1.3669 -0.123 0.396 0.169 0.000
C 4.9425 3.0760 2.3154 -0.212 0.151 0.617 0.000
N 4.0275 2.2207 1.5507 0.054 -0.766 -1.178 0.003
C 3.7704 2.2550 0.2155 -0.368 0.322 0.134 0.000
S 3.5160 0.7411 -0.7185 0.259 1.268 0.507 -0.018
N 3.6393 3.4803 -0.3726 -0.256 -1.676 0.731 0.002
C 3.2770 4.6628 0.4290 0.339 0.287 -0.149 0.000
H 5.5451 3.7466 1.7064 -0.167 -0.180 -0.126 0.000
H 5.5967 2.4032 2.8706 0.124 0.159 -0.131 0.000
H 4.3619 3.6351 3.0494 0.191 0.221 -0.063 0.000
H 3.9507 1.2991 1.9764 0.298 0.498 -0.390 0.002
H 3.4149 3.5059 -1.3630 0.236 -0.200 0.297 0.000
H 4.1643 5.2647 0.6384 -0.210 0.032 -0.022 0.000
H 2.5513 5.2772 -0.1112 0.203 -0.214 -0.056 0.000
H 2.8296 4.3533 1.3722 -0.007 -0.052 -0.088 0.000
```
Forces are in eV/Å.